No. 1
Density functional theory data (the ωB97M-V functional and the def2-TZVPD basis) for 2 unconnected molecules or ions with the total composition C36H49BN8O4 at a distorted geometry.

```
98
C36H49BN8O4 | the Open Molecules 2025 dataset | the ωB97M-V functional and the def2-TZVPD basis
O 1.599 -4.932 7.069
O -0.892 -4.806 2.915
O 2.820 -3.217 7.690
O -1.232 -2.787 1.956
N -0.839 1.345 -1.644
N 3.181 0.066 5.138
N 3.185 -1.084 5.824
N 1.604 -1.086 4.322
N 2.069 -3.781 6.880
N 2.291 0.064 4.174
N 0.481 -0.395 -1.191
N -0.721 -3.541 2.846
C 1.224 3.332 -2.487
C -0.323 0.590 -0.612
C 4.772 -0.020 0.133
C 0.113 -3.635 -2.797
C 2.632 -3.342 1.130
C -1.265 3.780 -1.914
C -4.140 0.970 0.987
C 2.196 -1.841 5.285
C -0.435 3.801 -4.277
C -2.065 4.888 -1.616
C -1.516 -2.608 -1.173
C -3.346 3.662 -0.041
C 2.472 -1.087 0.193
C 2.926 1.133 1.318
C -5.198 1.780 -1.116
C -1.665 2.507 -1.399
C 0.360 -0.266 -2.595
C -0.515 0.738 -2.855
C 1.679 -3.740 0.199
C 3.026 -2.006 1.110
C 1.668 -3.112 5.659
C 0.657 -3.634 4.845
C 0.701 -1.596 3.322
C 1.320 -1.439 -0.562
C -0.040 4.096 -2.837
C 0.351 5.581 -2.745
C 0.931 -2.824 -0.550
C -2.846 2.468 -0.609
C -0.263 -3.441 -1.336
C -2.997 4.885 -0.586
C 0.101 -2.901 3.818
C -0.646 -4.831 -0.811
C 3.264 0.240 0.125
C 2.967 1.008 -1.134
C -3.467 0.053 -1.205
C -3.869 1.314 -0.483
B -1.209 0.930 0.654
H -1.357 4.327 -4.546
H 3.781 -1.684 1.832
H 5.114 -0.487 1.063
H -1.411 -1.670 -1.704
H -3.191 0.761 1.502
H -3.314 0.229 -2.276
H 5.315 0.930 0.015
H -4.129 3.621 0.716
H -0.963 1.074 -3.785
H -1.948 5.808 -2.191
H 5.033 -0.677 -0.708
H -0.701 -4.149 -3.320
H -3.443 5.814 -0.247
H -0.858 -4.808 0.266
H 0.129 -5.577 -1.028
H -1.720 -2.426 -0.112
H 1.918 1.269 -1.132
H -2.380 -3.142 -1.591
H -1.542 -0.218 1.129
H 1.497 -4.813 0.118
H 0.965 -0.815 -3.303
H 1.454 -1.740 2.573
H -5.030 2.045 -2.166
H -0.591 1.598 1.491
H 0.283 -4.627 5.039
H -4.262 -0.704 -1.090
H 1.303 5.734 -3.270
H 1.451 3.387 -1.415
H -0.114 -0.868 3.126
H -0.598 2.734 -4.430
H 0.302 -2.680 -3.285
H 0.490 5.886 -1.700
H -4.658 1.786 1.510
H 3.236 0.703 2.281
H -0.385 6.238 -3.223
H 3.538 1.944 -1.145
H -5.941 0.974 -1.090
H 3.196 0.423 -2.030
H 3.073 -4.066 1.821
H 3.422 2.117 1.209
H 1.176 2.295 -2.821
H 2.065 3.783 -3.032
H 1.020 -4.247 -2.854
H -4.776 0.066 1.035
H -1.560 -5.171 -1.318
H -5.625 2.650 -0.604
H -2.565 -0.337 -0.742
H 1.842 1.313 1.371
H 0.362 4.120 -4.955
```

## Properties
- energy relative to the best compared isomer or geometry (same formula, charge and spin) (kJ/mol) = 69.0
- E_LUMO (eV) = -2.08
- net charge = 0


No. 2
Density functional theory data (the ωB97M-V functional and the def2-TZVPD basis) for a molecular structure, C25H44O3PPbS2Si4Te at a distorted geometry.

```
81
C25H44O3PPbS2Si4Te | the Open Molecules 2025 dataset | the ωB97M-V functional and the def2-TZVPD basis
Pb 0.715 0.197 0.660
Te 0.522 -2.487 1.305
S 2.320 1.192 2.611
S 3.452 1.208 -0.607
P 3.691 1.822 1.263
Si 2.381 -2.161 5.128
Si 3.212 -5.036 2.577
Si -0.258 -4.856 4.150
Si 1.566 -3.532 3.376
O -3.606 1.621 0.714
O -1.512 -0.975 -0.517
O -1.465 1.234 1.132
C 3.859 -6.342 3.821
C 2.591 -6.041 1.072
C -2.598 0.929 0.680
C 6.461 2.003 1.963
C 4.604 4.349 0.482
C -3.858 -0.588 -0.981
C 2.736 5.723 2.001
C -1.650 -3.794 4.924
C 4.558 5.730 0.435
C 4.777 -4.122 1.961
C 6.670 -0.768 2.053
C -3.085 -1.428 1.243
C 3.728 3.656 1.309
C 5.443 -0.172 1.850
C -2.745 -0.519 0.064
C 1.005 -1.018 5.792
C 5.338 1.212 1.780
C 0.153 -6.171 5.489
C -1.110 -5.849 2.751
C 3.623 6.415 1.193
C 2.895 -3.317 6.568
C 2.787 4.342 2.065
C 7.690 1.399 2.178
C 7.801 0.019 2.200
C 3.920 -1.083 4.787
H 5.245 6.270 -0.202
H 3.666 -4.012 6.254
H 5.298 3.793 -0.132
H 3.634 -0.203 4.224
H 8.771 -0.445 2.316
H 1.829 -6.759 1.355
H -1.368 -3.431 5.908
H 3.049 -6.955 4.200
H -4.704 0.004 -0.641
H -3.520 -0.196 -1.941
H 1.329 -0.431 6.648
H 3.573 7.493 1.137
H 4.586 -7.008 3.364
H -4.038 -1.104 1.652
H 0.900 -6.875 5.138
H 6.744 -1.844 2.081
H -0.460 -6.625 2.361
H 2.096 3.784 2.683
H -1.354 -5.189 1.927
H -1.855 -2.930 4.301
H -2.030 -6.325 3.078
H 4.403 -0.740 5.700
H 3.391 -6.586 0.577
H 2.145 -5.371 0.345
H 8.572 2.012 2.314
H -4.181 -1.619 -1.124
H 5.330 -3.700 2.794
H -2.583 -4.341 5.035
H 4.338 -5.873 4.674
H -1.494 -0.649 -1.424
H 0.694 -0.322 5.020
H 3.285 -2.763 7.417
H 0.539 -5.706 6.390
H 2.053 -3.902 6.920
H 0.132 -1.588 6.094
H -2.320 -1.350 2.011
H -0.726 -6.745 5.772
H 5.452 -4.771 1.409
H -3.150 -2.465 0.918
H 4.663 -1.619 4.207
H 6.377 3.080 1.945
H 4.498 -3.307 1.301
H 4.548 -0.768 1.743
H 1.995 6.258 2.577
```

## Properties
- energy relative to the best compared isomer or geometry (same formula, charge and spin) (kJ/mol) = 74.3
- E_LUMO (eV) = 2.41
- net charge = -1


No. 3
Density functional theory data (the ωB97M-V functional and the def2-TZVPD basis) for 3 unconnected molecules or ions with the total composition C10H16ClF3N2O3S2.

```
37
C10H16ClF3N2O3S2 | the Open Molecules 2025 dataset | the ωB97M-V functional and the def2-TZVPD basis
Cl 2.430 -4.112 -2.275
S -2.282 0.977 1.208
S 2.504 2.282 -0.488
F -0.129 -1.121 2.352
F 0.648 -0.156 0.580
F 1.992 -1.150 1.937
O 0.572 -2.369 0.729
O 3.758 2.233 -1.288
O -1.665 2.268 1.627
N -1.876 -1.432 -1.252
N -0.451 -5.531 -0.618
C 0.199 -4.641 -0.926
C 0.226 -2.576 -2.307
C 1.635 -2.768 -0.131
C -3.688 1.389 0.168
C 1.022 -3.488 -1.343
C 2.708 3.575 0.741
C -3.247 0.386 2.604
C -0.953 -1.925 -1.713
C 0.770 -1.211 1.392
C 1.281 3.153 -1.474
H 3.469 3.241 1.443
H -3.808 -0.499 2.302
H 0.386 3.312 -0.872
H -3.918 1.175 2.942
H -0.125 -3.196 -3.140
H 0.908 -1.827 -2.726
H 1.763 3.724 1.263
H 1.043 2.524 -2.329
H 1.700 4.100 -1.813
H -3.297 1.829 -0.747
H 2.297 -3.460 0.398
H -4.324 2.106 0.687
H 2.203 -1.909 -0.501
H 3.033 4.492 0.248
H -4.236 0.479 -0.072
H -2.549 0.125 3.396
```

## Properties
- E_LUMO (eV) = 0.24
- net charge = 0


No. 4
Density functional theory data (the ωB97M-V functional and the def2-TZVPD basis) for 2 unconnected molecules or ions with the total composition C18H27N5O at a distorted geometry.

```
51
C18H27N5O | the Open Molecules 2025 dataset | the ωB97M-V functional and the def2-TZVPD basis
O 4.875 -1.125 0.010
N -3.920 -1.089 0.048
N -0.314 0.741 -1.006
N -2.843 -3.006 0.334
N -2.623 0.891 -0.486
N -1.541 -0.995 0.030
C 0.909 0.285 -0.819
C -6.265 0.702 -0.584
C 6.035 -0.604 -0.623
C 6.555 0.974 -0.388
C 2.025 0.499 -1.632
C -1.533 0.176 -0.657
C 8.170 0.560 1.572
C -6.511 0.981 0.818
C -2.702 -1.584 -0.038
C 2.502 -0.891 0.888
C -5.371 0.692 1.779
C 6.925 1.145 1.094
C 3.235 0.377 -1.347
C -3.783 0.247 -0.069
C 1.269 -0.366 0.346
C -4.996 0.849 -0.971
C 3.558 -0.584 -0.140
C -4.066 1.185 1.032
H 8.389 0.873 2.466
H 7.397 1.046 -1.026
H 6.885 2.126 1.296
H -6.349 -0.505 -0.448
H -5.559 1.318 2.814
H 1.775 0.887 -2.652
H -5.506 -0.408 1.713
H -0.556 1.637 -1.473
H -3.301 0.654 2.223
H -7.093 0.865 -1.381
H 3.945 0.517 -2.198
H 5.461 1.598 -0.710
H -0.800 -1.650 -0.036
H 0.613 -0.643 1.376
H 6.123 0.599 1.780
H -4.721 0.375 -1.983
H -6.486 2.127 0.718
H -7.548 0.841 1.198
H 2.709 -1.194 1.880
H 8.934 1.033 0.737
H -3.776 -3.465 0.025
H 6.670 -1.291 -0.230
H 5.760 -0.895 -1.639
H -4.795 2.074 -1.254
H -3.959 2.140 1.209
H -2.187 -3.485 -0.055
H 7.976 -0.458 1.463
```

## Properties
- energy relative to the best compared isomer or geometry (same formula, charge and spin) (kJ/mol) = 1422.8
- E_LUMO (eV) = 0.51
- net charge = 0